Formula: C52H51Cl3N2OP3SSbSe4Sn
Source: the Open Molecules 2025 dataset
Level of theory: ωB97M-V/def2-TZVPD

Last column: Löwdin charge in e.
Geometry (Å):
Sn  13.486  12.088  11.144  0.29
C  9.929  21.183  9.354  -0.43
S  9.847  21.103  11.161  0.78
C  11.398  20.232  11.620  -0.51
C  11.389  18.774  11.378  -0.27
C  12.618  18.156  12.068  -0.30
N  12.782  16.745  11.953  -0.48
P  13.149  15.842  13.421  1.09
C  11.745  16.517  14.421  -0.35
C  11.773  16.601  15.822  -0.13
C  10.609  16.763  16.532  -0.10
C  9.389  16.896  15.881  -0.10
C  9.379  16.917  14.508  -0.08
C  10.532  16.674  13.793  -0.12
C  14.544  16.861  14.073  -0.36
C  14.534  18.024  14.847  -0.12
C  15.654  18.747  15.047  -0.12
C  16.882  18.361  14.486  -0.10
C  16.921  17.240  13.689  -0.08
C  15.736  16.474  13.511  -0.12
P  12.767  15.838  10.430  1.05
C  10.896  15.868  10.103  -0.37
C  10.125  16.602  9.214  -0.11
C  8.707  16.485  9.249  -0.08
C  8.070  15.800  10.264  -0.11
C  8.822  15.023  11.104  -0.09
C  10.206  15.028  10.979  -0.16
C  13.646  16.939  9.218  -0.36
C  14.847  17.553  9.518  -0.10
C  15.560  18.247  8.521  -0.06
C  15.140  18.167  7.150  -0.08
C  14.016  17.414  6.855  -0.08
C  13.297  16.832  7.901  -0.13
H  9.050  21.771  9.017  0.03
H  9.954  20.234  8.847  0.01
H  10.852  21.685  9.025  0.03
H  11.577  20.403  12.707  0.09
H  12.239  20.719  11.154  0.07
H  11.341  18.511  10.329  0.08
H  10.464  18.391  11.793  0.09
H  12.560  18.346  13.164  0.09
H  13.510  18.730  11.726  0.12
H  12.740  16.567  16.317  0.10
H  10.631  16.866  17.619  0.10
H  8.547  17.019  16.535  0.09
H  8.514  17.023  13.884  0.10
H  10.461  16.575  12.716  0.06
H  13.513  18.380  15.186  0.12
H  15.606  19.535  15.789  0.09
H  17.820  18.953  14.640  0.11
H  17.782  17.017  13.080  0.10
H  15.813  15.540  12.830  0.06
H  10.532  17.236  8.397  0.10
H  8.139  17.136  8.613  0.09
H  6.995  15.779  10.232  0.10
H  8.327  14.369  11.836  0.10
H  10.825  14.382  11.608  0.08
H  15.308  17.457  10.485  0.09
H  16.474  18.698  8.900  0.09
H  15.694  18.710  6.430  0.08
H  13.554  17.365  5.884  0.10
H  12.469  16.218  7.682  0.08
C  10.208  11.182  13.849  -0.09
C  11.014  10.207  13.363  -0.11
C  10.782  9.592  12.113  -0.09
C  9.717  10.017  11.323  -0.41
C  8.893  11.037  11.817  -0.14
C  9.107  11.623  13.046  -0.09
P  9.305  9.256  9.724  1.11
C  7.860  8.204  10.222  -0.39
C  7.036  7.712  9.212  -0.11
C  5.883  7.022  9.594  -0.11
C  5.632  6.691  10.898  -0.14
C  6.372  7.269  11.882  -0.10
C  7.512  7.942  11.514  -0.10
C  10.614  8.024  9.410  -0.33
C  10.298  6.682  9.303  -0.13
C  11.219  5.720  8.981  -0.13
C  12.415  6.174  8.458  -0.13
C  12.815  7.495  8.538  -0.01
C  11.892  8.482  9.083  -0.34
H  10.416  11.695  14.766  0.08
H  11.935  9.885  13.860  0.11
H  11.495  8.860  11.759  0.09
H  8.063  11.448  11.231  0.10
H  8.396  12.444  13.306  0.10
H  7.239  7.897  8.164  0.10
H  5.322  6.493  8.784  0.11
H  4.778  6.043  11.201  0.11
H  6.231  7.015  12.950  0.11
H  8.174  8.391  12.246  0.10
H  9.332  6.389  9.594  0.07
H  10.947  4.643  9.006  0.10
H  13.098  5.398  8.089  0.10
H  13.824  7.797  8.298  0.11
Se  18.620  10.498  10.276  -0.31
Sb  16.853  11.279  11.746  -0.30
Se  15.704  13.418  10.802  -0.17
Se  14.714  9.828  11.587  -0.07
Se  17.704  11.694  13.908  -0.21
Cl  11.100  12.762  8.312  0.54
C  12.365  11.569  7.881  -1.61
Cl  11.766  10.588  6.591  0.61
Cl  13.817  12.507  7.461  0.56
C  12.679  10.880  9.233  -0.57
N  12.293  9.706  9.396  0.02
C  13.956  12.323  15.213  -0.19
C  13.258  12.427  16.561  -0.18
C  12.979  13.887  16.648  -0.23
O  14.051  14.542  15.944  -0.21
C  14.851  13.524  15.287  -0.25
H  13.406  12.562  14.313  0.07
H  14.626  11.483  15.107  0.09
H  13.912  12.033  17.403  0.13
H  12.343  11.828  16.666  0.10
H  13.016  14.251  17.720  0.14
H  12.066  14.109  16.115  0.10
H  15.762  13.252  15.907  0.11
H  15.255  13.921  14.331  0.08

Results
**Molecular weight**: 1507.652 g mol⁻¹
**Lowest unoccupied orbital energy**: 0.119 Ha
**HOMO**: -1.8 eV
**Charge**: -2
**Gap between HOMO and LUMO**: 5.047 eV

---

Formula: C3H10OP2
Source: the Open Molecules 2025 dataset
Level of theory: ωB97M-V/def2-TZVPD

Last column: natural (NBO) charge in e.
Geometry (Å):
C  -3.063  -0.834  -0.660  -0.25
O  -2.143  -0.350  0.316  -0.81
P  -1.280  0.934  -0.080  0.29
P  1.138  0.297  -0.562  0.68
C  1.310  -1.110  0.654  -0.94
C  1.917  1.746  0.230  -0.98
H  -3.923  -0.682  -0.119  0.19
H  -2.777  -1.897  -0.694  0.18
H  -2.876  -0.291  -1.536  0.20
H  2.194  -0.184  -1.419  -0.03
H  2.330  -1.519  0.979  0.24
H  0.657  -1.880  0.220  0.23
H  0.697  -0.613  1.453  0.25
H  1.901  2.592  -0.495  0.24
H  2.894  1.742  0.718  0.25
H  1.023  2.049  0.995  0.26

Results
**Molecular weight**: 124.060 g mol⁻¹
**Lowest unoccupied orbital energy**: 0.011 Ha
**HOMO**: -6.7 eV
**Structure (SMILES)**: COP=[PH](C)C
**Relative energy (zero: lowest compared OMol25 entry of this formula, charge and spin)**: 68.7 kcal per mole
**Gap between HOMO and LUMO**: 6.964 eV

---

Formula: C5H8N2O2
Source: the Open Molecules 2025 dataset
Level of theory: ωB97M-V/def2-TZVPD

Last column: natural (NBO) charge in e.
Geometry (Å):
C  0.045  -0.549  -0.075  -0.37
C  1.391  -0.033  -0.038  0.13
C  -0.907  0.465  -0.027  0.18
C  2.690  -0.700  0.093  -0.64
C  -2.440  0.263  0.049  -0.63
N  1.386  1.316  -0.072  0.20
N  -0.468  1.686  -0.232  -0.05
O  -1.013  2.817  0.147  -0.50
O  2.240  2.194  -0.075  -0.42
H  -0.216  -1.626  -0.195  0.23
H  3.395  -0.032  0.348  0.24
H  2.702  -1.414  0.981  0.22
H  3.073  -1.223  -0.746  0.23
H  -2.748  -0.639  -0.359  0.22
H  -2.755  0.359  1.206  0.23
H  -2.757  1.227  -0.519  0.23
H  -0.621  3.519  -0.388  0.49

Results
**Molecular weight**: 128.131 g mol⁻¹
**Lowest unoccupied orbital energy (spin up / spin down)**: 0.017 / 0.017 Ha
**HOMO (spin up / spin down)**: -7.4 / -7.4 eV
**Relative energy (zero: lowest compared OMol25 entry of this formula, charge and spin)**: 169.3 kcal per mole
**Gap between HOMO and LUMO (spin up / spin down)**: 7.830 / 7.831 eV

---

Formula: C27H35BCeF4N4P2
Source: the Open Molecules 2025 dataset
Level of theory: ωB97M-V/def2-TZVPD

Last column: Löwdin charge in e.
Geometry (Å):
Ce  -0.050  1.141  3.219  1.34
C  -2.051  1.859  -4.435  -0.11
C  -2.165  0.571  -4.063  -0.14
C  -1.390  -0.553  -4.680  -0.18
C  0.084  -0.232  -5.037  -0.19
C  0.813  0.608  -4.011  -0.12
C  0.879  1.941  -4.062  -0.11
C  0.240  2.757  -5.167  -0.18
C  -1.196  2.353  -5.568  -0.19
C  2.033  1.276  4.257  -0.17
H  -2.699  2.628  -4.010  0.10
H  -2.978  0.259  -3.411  0.09
H  -1.893  -0.925  -5.594  0.13
H  -1.398  -1.406  -3.982  0.10
H  0.608  -1.200  -5.116  0.11
H  0.126  0.203  -6.047  0.11
H  1.396  0.027  -3.292  0.08
H  1.531  2.506  -3.396  0.09
H  0.848  2.741  -6.090  0.13
H  0.213  3.811  -4.859  0.11
H  -1.686  3.258  -5.965  0.12
H  -1.172  1.645  -6.409  0.11
H  1.827  2.112  4.962  0.08
H  2.875  1.604  3.630  0.05
H  2.367  0.403  4.843  0.07
P  1.572  -0.438  1.501  0.99
P  -1.453  -0.949  1.649  1.03
N  2.525  0.863  0.776  -0.24
N  2.757  -1.679  1.925  -0.22
N  -2.248  0.384  0.746  -0.22
N  -2.885  -1.890  1.869  -0.27
C  0.798  -1.112  -0.018  -0.32
C  -0.559  -1.795  0.279  -0.31
C  2.493  2.216  1.140  -0.17
C  3.535  2.857  0.495  -0.04
C  4.215  1.899  -0.317  -0.02
C  3.566  0.677  -0.136  -0.08
C  3.721  -1.566  2.947  -0.10
C  4.474  -2.731  2.956  -0.04
C  3.954  -3.605  1.945  -0.03
C  2.878  -2.952  1.354  -0.12
C  -2.207  1.728  1.180  -0.22
C  -2.501  2.544  0.094  -0.01
C  -2.672  1.713  -1.039  0.00
C  -2.525  0.400  -0.613  -0.09
C  -3.885  -2.208  0.942  -0.11
C  -4.829  -3.013  1.581  -0.03
C  -4.384  -3.207  2.936  -0.04
C  -3.194  -2.513  3.095  -0.10
H  1.500  -1.821  -0.480  0.09
H  0.672  -0.273  -0.725  0.10
H  -1.193  -1.814  -0.622  0.09
H  -0.395  -2.842  0.602  0.11
H  1.735  2.595  1.831  0.07
H  3.804  3.908  0.609  0.12
H  5.076  2.079  -0.941  0.12
H  3.736  -0.290  -0.572  0.12
H  3.734  -0.682  3.566  0.09
H  5.320  -2.936  3.606  0.12
H  4.339  -4.579  1.683  0.12
H  2.180  -3.288  0.601  0.10
H  -2.227  1.972  2.250  0.07
H  -2.571  3.623  0.103  0.13
H  -2.852  2.025  -2.057  0.08
H  -2.626  -0.531  -1.158  0.10
H  -3.822  -1.822  -0.067  0.09
H  -5.728  -3.403  1.128  0.11
H  -4.889  -3.791  3.697  0.11
H  -2.541  -2.371  3.945  0.10
F  -0.234  -0.853  4.838  -0.03
B  -0.721  -0.200  6.103  -1.05
F  0.305  -0.046  6.987  0.21
F  -1.072  1.165  5.490  -0.05
F  -1.842  -0.834  6.574  0.21

Results
**Molecular weight**: 704.473 g mol⁻¹
**Lowest unoccupied orbital energy (spin up / spin down)**: -0.364 / -0.365 Ha
**HOMO (spin up / spin down)**: -13.4 / -13.4 eV
**Charge**: +2
**Gap between HOMO and LUMO (spin up / spin down)**: 3.438 / 3.429 eV

---

Formula: C39H55Br2N10O7P2V
Source: the Open Molecules 2025 dataset
Level of theory: ωB97M-V/def2-TZVPD

Last column: Löwdin charge in e.
Geometry (Å):
V  0.852  -0.655  -0.203  0.72
O  -1.842  1.152  1.112  -0.04
C  -1.066  1.979  1.969  -0.30
C  0.432  1.838  1.551  -0.57
O  1.283  2.341  2.275  0.04
O  0.663  1.274  0.428  -0.12
C  -1.394  3.450  1.659  -0.13
C  -1.061  4.471  2.545  -0.01
C  -1.300  5.795  2.213  -0.06
C  -1.871  6.123  0.988  -0.08
C  -2.191  5.112  0.094  -0.08
C  -1.945  3.782  0.423  -0.03
C  -1.319  1.586  3.437  -0.12
C  -0.439  1.864  4.488  -0.04
C  -0.758  1.516  5.796  -0.07
C  -1.957  0.887  6.092  -0.09
C  -2.836  0.598  5.059  -0.09
C  -2.517  0.943  3.752  -0.03
H  -2.746  1.484  1.163  0.09
H  -0.608  4.233  3.499  0.11
H  -1.039  6.577  2.915  0.11
H  -2.061  7.158  0.735  0.10
H  -2.631  5.358  -0.867  0.10
H  -2.140  3.003  -0.303  0.09
H  0.505  2.342  4.275  0.10
H  -0.060  1.753  6.590  0.11
H  -2.207  0.629  7.114  0.10
H  -3.779  0.105  5.267  0.10
H  -3.224  0.690  2.973  0.11
C  -1.272  -0.923  -4.505  -0.08
N  -0.209  0.037  -4.175  -0.27
C  0.383  0.665  -5.361  -0.08
P  -0.425  0.899  -2.794  0.50
O  -0.712  -0.022  -1.650  -0.29
O  0.907  1.757  -2.741  -0.26
P  2.366  1.570  -2.057  0.51
O  2.474  0.234  -1.384  -0.29
N  3.456  1.606  -3.268  -0.28
C  3.992  0.384  -3.868  -0.07
C  3.623  2.793  -4.101  -0.08
N  2.518  2.943  -1.239  -0.28
C  3.627  2.992  -0.268  -0.05
C  1.465  3.923  -0.969  -0.05
N  -1.566  2.065  -2.870  -0.27
C  -2.961  1.699  -2.617  -0.09
C  -1.418  3.187  -3.802  -0.08
H  -0.849  -1.732  -5.104  0.09
H  -2.073  -0.455  -5.084  0.09
H  -1.686  -1.360  -3.597  0.06
H  0.957  -0.077  -5.917  0.09
H  1.056  1.467  -5.077  0.06
H  -0.383  1.067  -6.029  0.09
H  3.833  -0.463  -3.209  0.07
H  5.064  0.503  -4.034  0.09
H  3.517  0.180  -4.834  0.08
H  3.196  3.667  -3.615  0.08
H  3.143  2.658  -5.076  0.08
H  4.684  2.984  -4.272  0.09
H  4.357  2.210  -0.472  0.08
H  3.234  2.851  0.740  0.08
H  4.134  3.954  -0.347  0.09
H  0.627  3.801  -1.648  0.07
H  1.881  4.924  -1.101  0.10
H  1.100  3.826  0.054  0.08
H  -3.007  0.868  -1.916  0.06
H  -3.480  1.419  -3.539  0.09
H  -3.482  2.552  -2.177  0.09
H  -0.373  3.462  -3.923  0.08
H  -1.946  4.052  -3.397  0.09
H  -1.840  2.959  -4.786  0.09
Br  4.177  -4.051  4.416  0.81
C  3.429  -2.928  3.117  -0.69
C  2.834  -1.739  3.487  -0.08
C  2.230  -0.980  2.502  -0.05
N  2.190  -1.358  1.218  0.03
C  2.807  -2.494  0.869  -0.17
C  3.443  -3.308  1.787  -0.04
C  2.652  -2.865  -0.576  -0.18
C  3.551  -3.670  -1.249  -0.04
C  3.329  -3.919  -2.592  -0.68
Br  4.547  -4.954  -3.564  0.81
C  2.215  -3.397  -3.212  -0.08
C  1.365  -2.606  -2.464  -0.08
N  1.579  -2.319  -1.173  0.03
H  2.827  -1.404  4.515  0.12
H  1.760  -0.034  2.745  0.11
H  3.902  -4.237  1.479  0.11
H  4.418  -4.073  -0.745  0.11
H  2.006  -3.597  -4.254  0.11
H  0.472  -2.176  -2.896  0.09
N  -3.841  -3.249  -2.031  0.16
C  -2.817  -2.616  -1.368  -0.68
N  -3.188  -1.541  -0.596  0.17
O  -1.657  -2.989  -1.458  0.01
H  -4.798  -3.122  -1.750  0.09
H  -3.600  -4.124  -2.461  0.10
H  -4.097  -1.131  -0.722  0.10
H  -2.433  -0.928  -0.314  0.05
N  -0.458  -1.591  0.908  0.14
C  -1.066  -2.247  1.638  -0.17
N  -1.751  -2.991  2.470  -0.06
C  -2.528  -4.153  1.984  -0.12
C  -2.381  -5.300  2.989  -0.17
C  -0.966  -5.321  3.568  -0.18
C  -0.688  -4.059  4.410  -0.15
C  -1.529  -2.880  3.924  -0.12
H  -2.124  -4.438  1.012  0.12
H  -3.570  -3.862  1.848  0.12
H  -2.597  -6.233  2.469  0.12
H  -3.114  -5.205  3.793  0.12
H  -0.256  -5.376  2.739  0.11
H  -0.815  -6.212  4.175  0.11
H  0.374  -3.809  4.357  0.10
H  -0.921  -4.238  5.462  0.12
H  -1.063  -1.920  4.132  0.12
H  -2.511  -2.869  4.398  0.13

Results
**Molecular weight**: 1048.632 g mol⁻¹
**Lowest unoccupied orbital energy (spin up / spin down)**: -0.087 / -0.092 Ha
**HOMO (spin up / spin down)**: -8.7 / -10.6 eV
**Charge**: +1
**Spin multiplicity**: 4
**Relative energy (zero: lowest compared OMol25 entry of this formula, charge and spin)**: 18.9 kcal per mole
**⟨S²⟩**: 3.7618
**Gap between HOMO and LUMO (spin up / spin down)**: 6.365 / 8.103 eV

---

Formula: C2H4OS2
Source: the Open Molecules 2025 dataset
Level of theory: ωB97M-V/def2-TZVPD

Last column: natural (NBO) charge in e.
Geometry (Å):
C  0.582  -0.516  0.029  -0.68
C  0.708  0.871  -0.498  -0.25
O  -2.054  -0.092  -0.515  -0.93
S  -1.237  -1.110  0.165  1.10
S  -0.002  2.231  0.174  0.07
H  1.191  -1.235  -0.511  0.24
H  0.704  -0.411  1.122  0.25
H  1.216  0.945  -1.457  0.20
H  -1.107  -0.683  1.491  0.01

Results
**Molecular weight**: 108.187 g mol⁻¹
**Lowest unoccupied orbital energy**: -0.031 Ha
**HOMO**: -9.0 eV
**Relative energy (zero: lowest compared OMol25 entry of this formula, charge and spin)**: 53.6 kcal per mole
**Gap between HOMO and LUMO**: 8.129 eV

---

Formula: C2BeLiO4
Source: the Open Molecules 2025 dataset
Level of theory: ωB97M-V/def2-TZVPD

Last column: natural (NBO) charge in e.
Geometry (Å):
O  1.387  -1.464  0.116  -0.84
C  0.309  -0.905  -0.220  0.65
O  -0.805  -1.451  -0.302  -0.75
Li  -2.082  -0.233  0.461  0.96
Be  2.350  -0.167  0.102  0.92
O  -0.774  1.199  0.156  -0.74
O  1.461  1.182  -0.011  -0.85
C  0.318  0.661  -0.092  0.66

Results
**Molecular weight**: 103.971 g mol⁻¹
**Lowest unoccupied orbital energy (spin up / spin down)**: -0.031 / -0.032 Ha
**HOMO (spin up / spin down)**: -5.6 / -10.9 eV
**Spin multiplicity**: 2
**Relative energy (zero: lowest compared OMol25 entry of this formula, charge and spin)**: 0.0 kcal per mole
**⟨S²⟩**: 0.7504
**Gap between HOMO and LUMO (spin up / spin down)**: 4.805 / 10.034 eV

---

Formula: C4H4N3O4
Source: the Open Molecules 2025 dataset
Level of theory: ωB97M-V/def2-TZVPD

Last column: natural (NBO) charge in e.
Geometry (Å):
N  -0.747  2.430  -1.314  -0.88
C  -1.811  1.638  -0.940  0.77
O  -2.949  2.055  -1.030  -0.68
N  -1.478  0.311  -0.692  -0.72
C  -0.315  0.057  -0.073  0.75
O  0.510  0.825  0.436  -0.75
N  -0.065  -1.413  0.100  -0.63
C  0.891  -2.182  0.716  0.55
O  0.835  -3.432  0.691  -0.62
C  1.947  -1.492  1.480  0.37
O  2.188  -1.741  2.644  -0.50
H  0.300  2.099  -1.059  0.42
H  -0.915  3.409  -1.388  0.37
H  -0.728  -1.925  -0.340  0.40
H  2.336  -0.638  0.768  0.14

Results
**Molecular weight**: 158.093 g mol⁻¹
**Lowest unoccupied orbital energy**: 0.124 Ha
**HOMO**: -5.3 eV
**Charge**: -1
**Structure (SMILES)**: N/C([O-])=N\C(=O)NC(=O)C=O
**Relative energy (zero: lowest compared OMol25 entry of this formula, charge and spin)**: 1.5 kcal per mole
**Gap between HOMO and LUMO**: 8.679 eV